# 1
C6H21BeBrN10O8 as an isolated structure. Source: the Open Molecules 2025 dataset; level of theory: ωB97M-V/def2-TZVPD.

E   -3979.68507 a.u.
Net charge   0
Lowest unoccupied orbital energy   0.6 eV
HOMO   -7.505 eV
Frontier orbital gap   8.080 eV

```
47
C6H21BeBrN10O8 (ωB97M-V/def2-TZVPD)
Br 0.515 -0.910 2.398
O -1.754 1.163 -1.739
O 2.383 -1.032 -0.394
O -0.677 1.884 1.225
O -2.579 -0.679 0.415
O -1.491 1.587 -3.948
O -0.369 -2.511 -0.652
O -0.237 0.036 -2.784
O 1.417 1.689 -1.126
N -1.151 -4.300 -1.774
N 2.755 -2.664 -1.918
N -4.655 0.030 1.005
N 2.718 3.579 -0.780
N 3.380 1.566 -0.065
N -3.093 -0.255 2.591
N 4.037 -2.496 -0.019
N -2.393 -3.387 -0.142
N -0.782 3.023 3.173
N 0.760 3.615 1.651
C -1.267 -3.345 -0.860
C -0.268 2.791 1.958
C -1.101 0.946 -2.791
C -3.382 -0.365 1.288
C 3.020 -2.019 -0.765
C 2.431 2.240 -0.716
Be -0.124 -0.145 -0.317
H -0.253 -4.220 -2.225
H -0.321 3.639 3.814
H 1.963 -2.387 -2.474
H -4.961 0.118 0.053
H -5.239 0.138 1.813
H -1.979 -4.829 -1.967
H -3.684 0.255 3.220
H 3.567 3.873 -0.334
H 1.009 4.336 2.298
H 2.245 4.185 -1.428
H -2.184 -0.572 2.907
H 4.404 -1.976 0.756
H -3.256 -3.849 -0.363
H 4.583 -3.204 -0.481
H 3.230 0.573 0.088
H 3.308 -3.465 -2.166
H 4.277 1.944 0.175
H -1.599 2.486 3.409
H -2.479 -2.811 0.678
H -1.900 2.313 -3.445
H 1.175 3.410 0.761
```

Results of the Löwdin charge analysis, in e, for atoms 1 through 5: number 1, Br, carries -0.190; number 2, O, carries -0.041; number 3, O, carries -0.075; number 4, O, carries -0.055; number 5, O, carries -0.028


# 2
C6H21LiNO4 as an isolated structure. Source: the Open Molecules 2025 dataset; level of theory: ωB97M-V/def2-TZVPD.

E   -603.94753 a.u.
Net charge   +1
Lowest unoccupied orbital energy   -3.1 eV
HOMO   -13.061 eV
Frontier orbital gap   9.941 eV

```
33
C6H21LiNO4 (ωB97M-V/def2-TZVPD)
O 13.818 -13.689 7.890
O 10.237 -11.654 7.114
O 14.954 -11.561 7.749
O 13.563 -11.920 9.615
N 13.103 -11.628 7.290
C 9.033 -11.497 6.427
C 12.535 -12.135 10.565
C 10.952 -10.399 7.223
C 12.222 -10.727 8.060
C 11.442 -13.134 10.110
C 13.026 -9.462 8.325
Li 13.783 -12.234 8.286
H 11.938 -11.302 8.941
H 12.174 -11.144 10.842
H 13.263 -13.739 7.111
H 14.295 -11.529 10.097
H 8.614 -12.494 6.290
H 13.723 -9.242 7.517
H 9.156 -11.027 5.451
H 13.651 -9.527 9.216
H 12.435 -8.554 8.447
H 12.934 -12.515 11.506
H 14.547 -14.281 7.704
H 13.456 -11.308 6.399
H 8.244 -11.079 7.051
H 15.032 -10.747 7.251
H 11.007 -12.700 9.210
H 10.331 -9.605 7.637
H 11.254 -10.018 6.247
H 12.445 -12.352 7.038
H 11.937 -14.044 9.772
H 15.698 -11.546 8.352
H 10.654 -13.165 10.863
```

Results of the Löwdin charge analysis, in e, for atoms 1 through 5: number 1, O, carries -0.019; number 2, O, carries -0.198; number 3, O, carries -0.069; number 4, O, carries -0.186; number 5, N, carries -0.113